The following is a quantum chemistry calculation of a cluster of 13 separate species, C63H145N10O22P3 in total, from the OMol25 dataset.

**Strongest force on any atom**: 0.068 hartree/bohr
**LUMO**: 0.232 eV

Geometry (Å):
O1 6.7230 -0.1145 0.3044
H1 3.3931 -0.7514 -1.5586
H2 -3.5059 3.9820 7.1322
H3 1.0750 -2.5627 -4.5089
N1 0.3373 -0.4047 -0.2384
H4 -3.6916 -4.1774 -0.9250
H5 3.1279 -6.6379 -0.8968
C1 -0.2378 0.9271 -2.7042
O2 5.9514 -2.4358 -0.1770
C2 -6.9914 -0.8389 6.9077
C3 3.7330 -2.9131 2.2292
C4 -3.3659 5.5587 2.7192
H6 -4.9710 -4.6960 5.3517
H7 -5.8217 4.4362 6.8617
C5 -3.5039 -2.0367 -3.1539
H8 -1.4729 3.6625 2.3728
H9 -2.0893 2.5128 3.4666
C6 1.6926 -2.0041 -5.1848
C7 3.2479 -1.6345 -7.9135
H10 -5.2831 6.1290 4.4303
C8 2.4433 -4.0065 -7.8073
H11 -2.3709 -1.1391 7.4173
C9 -1.1647 -3.8487 3.1064
H12 -2.5336 5.8414 2.0778
C10 -0.0988 1.2845 -7.9764
H13 6.7289 2.1551 -2.4763
C11 -4.4334 4.3332 5.1976
C12 -2.0491 3.5853 3.2867
C13 5.9108 2.5618 -3.0180
H14 2.6276 1.0351 4.9513
H15 0.7628 -3.5736 -9.1549
H16 3.6940 -5.8228 -8.2919
N2 1.6866 1.4017 4.8735
H17 2.0882 3.8706 2.9129
H18 -1.3793 -0.7818 -2.2791
H19 2.2481 2.2423 2.2982
H20 2.1575 3.6104 1.1900
C14 5.6659 0.7157 0.6234
H21 5.1951 -3.6601 -1.8320
H22 -7.8083 -0.3907 0.6204
C15 -1.9656 -0.5793 0.4169
H23 1.3316 4.4613 -3.3336
C16 -4.2640 -4.0721 -1.8437
H24 5.4912 1.3810 -0.2296
H25 -7.4638 -1.2586 4.1841
C17 -3.4824 -1.5365 5.5722
H26 -3.0821 -1.8787 -5.3920
H27 1.8940 2.8785 -2.7737
H28 1.1074 3.6554 -9.3176
N3 2.7972 -3.9732 -6.3308
C18 2.8536 3.4057 5.5807
H29 2.0461 -1.0513 -4.7840
C19 -6.0535 -1.4092 5.8915
C20 0.5680 0.6139 4.4238
P1 4.2641 4.5284 -2.3182
H30 -3.2521 2.7522 5.8191
H31 -3.3564 3.6456 0.6947
H32 1.8758 3.1843 -4.4985
H33 6.4909 4.1559 2.0758
H34 -1.3910 -4.6127 2.3519
O3 -4.1710 -1.2504 -2.5101
H35 -1.6255 4.1438 4.1195
H36 -2.7975 -3.6089 5.2276
H37 -0.1747 -4.1835 0.3436
O4 -4.6587 0.4822 6.2641
O5 4.9352 3.0859 -2.0623
C21 2.5819 3.2706 2.1366
H38 -1.3908 -1.5981 5.9776
H39 -5.8116 -1.3668 3.7070
H40 -5.7920 2.8562 6.0147
H41 2.8399 -2.9073 -9.6545
H42 6.2397 3.3572 -3.6675
C22 3.8778 -3.0611 -4.4228
H43 9.8377 -0.7181 -1.7091
H44 5.3205 -4.3500 -0.1931
P2 6.5071 -1.0582 -0.9019
O6 3.3440 4.3000 -3.6280
C23 1.4446 -3.1854 5.3659
C24 0.7601 -4.4422 -1.5607
H45 4.5058 7.4095 -2.6219
C25 6.0304 4.5297 1.1603
C26 2.6720 -5.9586 -1.6507
C27 3.2291 -2.9517 -8.6142
C28 -2.6577 -1.7076 -4.4159
H46 -4.9519 3.7387 1.3907
H47 3.6806 3.2592 4.8782
H48 1.8628 0.4404 -3.0980
C29 -4.9379 -3.6149 5.2786
O7 1.7072 -5.2023 2.0849
H49 -6.6688 4.2554 5.2899
H50 -5.6543 -0.0713 -0.0998
O8 1.5339 -4.2522 4.3476
C30 1.5357 2.6456 -9.4012
H51 0.4612 -3.3547 5.7052
H52 -6.9316 0.2579 6.8984
P3 1.4265 -3.9650 2.8222
H53 6.3408 5.5715 1.0585
H54 8.5249 0.2258 -2.2893
O9 0.5130 3.2907 4.9869
H55 4.3085 -2.0978 -4.0889
N4 -4.6449 -0.9284 6.2962
C31 0.9498 -3.6259 -8.0890
H56 -1.1074 -4.0559 4.1644
C32 0.7024 1.7046 -6.7294
O10 5.6274 -0.5865 -2.0017
C33 2.0620 1.5111 -0.5975
H57 -2.0086 -3.1687 2.9436
C34 -3.5694 -3.0164 5.7446
H58 -5.0653 -3.3969 4.2223
C35 -3.9467 3.4120 1.5856
H59 -2.3886 -0.6752 -4.4464
C36 5.7788 -3.6574 -0.9026
O11 4.8059 2.7470 2.9100
H60 -1.8542 -0.3784 1.4751
H61 -3.2337 7.2641 4.0245
H62 -5.3823 -0.3963 1.6995
H63 -4.9910 -3.3082 -1.5630
H64 2.3201 2.5847 -8.6549
C37 -7.8783 1.2303 1.9541
H65 0.8677 2.7706 -6.6196
H66 -0.1524 1.9132 -2.2425
H67 -3.5159 0.0334 4.0272
C38 -5.8432 0.2564 0.9279
C39 1.5131 0.1438 -1.0696
H68 0.5063 0.6651 3.3372
O12 0.6824 -0.3026 1.1404
O13 -0.0063 -3.2040 2.6427
H69 0.6749 -0.4201 4.7528
H70 -1.9718 0.0036 6.1384
H71 4.0630 4.6703 0.5210
C40 5.1082 6.8175 -3.3159
H72 2.4832 1.2598 0.3593
C41 2.6367 -5.4405 -8.2527
H73 -7.0223 -3.4233 5.8546
C42 -1.3230 0.2322 -1.8917
H74 1.8704 2.5605 -10.4266
H75 -0.5519 2.4120 -0.3420
H76 -2.2504 -1.1457 3.8190
H77 -0.3530 1.0986 4.8436
O14 3.4650 4.9701 -1.1581
C43 2.0327 3.6571 -3.5212
H78 -4.3529 6.3496 5.9026
H79 -4.7634 -4.9469 -2.2490
H80 -8.0277 -1.1259 6.6661
H81 1.2442 2.2246 -0.4098
H82 3.9487 -2.6579 1.1975
H83 0.1344 1.2795 -9.9889
H84 2.2841 -5.4889 -9.2643
H85 1.0064 -1.7554 -6.0270
N5 1.6189 -5.2168 -0.9251
H86 -1.2801 -4.6370 -0.8835
H87 -6.7708 -1.2701 7.8792
C44 -2.2930 -0.9957 6.3319
C45 -3.4728 4.0380 2.8785
O15 5.4869 5.5276 -2.7603
H88 8.8379 -1.2028 -3.1952
H89 4.2152 -2.1531 2.8441
H90 3.3442 -3.5584 -3.6162
H91 -2.1956 1.9637 0.2294
H92 3.1902 3.0110 6.5151
C46 -5.7910 3.9493 5.8964
C47 1.0431 0.0917 -2.4907
H93 -2.9989 -0.4422 0.1046
H94 -2.2323 6.0209 4.5081
H95 2.6830 4.4614 5.7389
N6 -7.2984 0.3033 1.1461
H96 6.0148 7.3360 -3.5941
H97 4.7503 0.1803 0.8624
H98 1.7047 1.2126 -6.6915
H99 -2.3692 4.2797 5.8296
H100 -1.7524 -2.3452 -4.3011
C48 -6.0516 -2.9344 6.0664
N7 4.5804 4.3333 1.3443
C49 4.0624 3.4239 2.2049
H101 -5.5621 1.3131 0.9977
N8 -4.5870 3.7392 3.8447
H102 -10.0672 1.7295 2.1206
H103 0.7016 -2.6240 -7.6747
H104 2.1494 -1.9124 -1.1444
H105 -4.4931 0.7029 5.3202
C50 -3.2134 6.1713 4.0817
H106 -4.2619 5.9821 2.2459
H107 0.7386 -0.9041 -2.8007
C51 8.8443 -0.8360 -2.1490
H108 3.9540 -3.9180 2.5103
H109 2.1992 -1.3562 -7.8309
H110 4.5169 6.6480 -4.2150
H111 -0.7305 -2.9979 -0.8404
C52 1.5970 2.7200 5.1083
H112 -5.6087 2.1127 3.5253
N9 0.4998 1.6793 -9.1378
O16 -1.0813 0.5474 -7.8800
H113 0.1654 1.3328 -5.8515
O17 1.7300 -4.7529 -5.7264
H114 2.9171 -0.9532 0.1579
H115 4.6926 -3.7252 -4.7531
H116 -9.6230 0.3793 1.2165
H117 3.8571 -0.9024 -8.4418
H118 -3.9739 2.2990 1.6795
H119 2.7990 1.9654 -1.2650
H120 3.9724 -0.8580 -6.0469
H121 -0.7258 1.5910 1.1618
H122 -1.7086 -1.6176 0.2565
H123 6.7982 -3.9610 -1.0967
H124 1.9984 -5.9684 -7.5419
H125 -2.8770 -3.9617 -3.4090
H126 3.4622 -5.3015 -2.0070
H127 6.4418 4.0337 0.2966
C53 -4.3711 5.8210 4.9391
N10 -3.4397 -3.3960 -2.8037
H128 0.7602 -1.2200 1.3466
C54 -3.2844 -1.0179 4.0894
H129 2.2927 -3.2790 6.1079
H130 -3.8850 -1.5980 3.4079
C55 -1.1421 1.6555 0.1627
H131 -5.8762 -3.1889 7.0986
C56 -9.3539 0.9500 2.1263
H132 1.4911 -2.1538 4.9996
O18 -7.1444 1.9519 2.6168
H133 -2.2534 0.7002 -2.1340
H134 1.6068 -4.3999 -4.8359
H135 -6.4135 0.0882 4.5166
O19 8.0154 -1.5487 -1.2975
H136 0.2708 -4.3791 -7.6980
H137 -9.4510 0.3102 2.9971
C57 -3.3099 3.8144 6.0749
O20 0.8334 -4.1849 -2.7666
H138 4.2754 -3.3297 -8.6781
O21 2.3787 -2.7270 2.4803
C58 2.9842 -2.7342 -5.6444
H139 -0.4198 0.9808 -3.7396
H140 -3.4977 -3.2009 6.8174
C59 2.5410 -0.9372 -0.9068
H141 1.4993 -5.3399 0.0679
H142 5.4455 1.8023 -3.6405
H143 5.9945 1.2760 1.5099
H144 4.9036 -2.2324 -6.5033
C60 -6.4522 -0.9724 4.4792
C61 3.8832 -1.8403 -6.5074
C62 -1.0034 0.2493 -0.4077
C63 -0.3960 -4.0307 -0.7122
H145 2.2343 -6.5552 -2.4464
O22 -4.7506 2.3072 3.9714